Entry from OMol25: C38H34N7OSbSe4Ti as an isolated structure (wB97M-V/def2-TZVPD).

```
86
Properties=species:S:1:pos:R:3:mulliken_charge:R:1
Ti 0.70824 -0.12887 0.55071 -0.16
N 1.60936 -0.18475 2.62670 -0.21
C 1.81570 1.10813 3.23088 -0.55
C 2.26403 1.27478 4.50938 -0.19
C 2.42431 2.56992 5.04394 -0.81
C 2.11818 3.67019 4.29517 -0.87
C 1.65456 3.52328 2.96797 0.56
C 1.30443 4.61348 2.13596 -0.73
C 0.87745 4.37303 0.86590 -1.21
C 0.81327 3.04366 0.40083 -0.15
N 1.11898 2.00949 1.14595 0.95
C 1.52133 2.23115 2.43140 0.00
H 0.77650 -0.61497 3.03749 0.45
H 2.40570 -0.78560 2.80586 0.47
H 2.48106 0.40750 5.12146 0.50
H 2.77688 2.68212 6.05995 0.40
H 2.22128 4.66608 4.70681 0.43
H 1.37580 5.62225 2.52326 0.44
H 0.59010 5.17478 0.20144 0.45
H 0.49866 2.83306 -0.61268 0.52
C -6.06863 -12.03362 -0.04908 -0.84
O -4.67987 -11.89601 0.19307 -0.46
C -4.14086 -10.65778 0.07682 0.98
C -2.77354 -10.56084 0.34210 -0.60
C -2.13553 -9.34499 0.25164 -0.47
C -2.84155 -8.19406 -0.10904 0.26
C -4.20097 -8.29999 -0.36392 -0.87
C -4.85767 -9.52048 -0.27618 -0.61
C -2.13179 -6.91603 -0.18548 0.31
N -0.94143 -6.68113 0.31737 -0.78
C -0.69838 -5.35936 0.04736 0.78
C -1.74122 -4.79865 -0.64821 -0.30
N -2.65143 -5.80707 -0.80272 0.03
C -1.77715 -3.43456 -1.05526 0.01
C -2.79666 -2.84760 -1.81494 -0.36
C -2.74647 -1.50146 -2.05001 -1.61
C -1.69829 -0.75896 -1.50494 -0.21
N -0.69431 -1.29665 -0.83362 0.56
C -0.72945 -2.62680 -0.60262 -0.03
C 0.33723 -3.17309 0.19841 -0.14
N 1.26629 -2.30411 0.66772 0.84
C 2.30623 -2.80566 1.32506 -0.01
C 2.46155 -4.15771 1.60876 -1.88
C 1.48372 -5.03754 1.20749 -0.38
C 0.39654 -4.55004 0.48181 0.15
H -6.29698 -13.08486 0.09940 0.24
H -6.32225 -11.74904 -1.07322 0.34
H -6.65402 -11.43342 0.65156 0.35
H -2.23636 -11.45796 0.61884 0.41
H -1.07766 -9.26328 0.46024 0.46
H -4.79107 -7.42565 -0.61154 0.27
H -5.91847 -9.56356 -0.47182 0.39
H -3.59399 -5.69685 -1.13532 0.31
H -3.62967 -3.43836 -2.16998 0.37
H -3.53462 -0.98736 -2.57660 0.55
H -1.71933 0.31933 -1.57832 0.73
H 3.06004 -2.09407 1.62060 0.57
H 3.33561 -4.49053 2.15048 0.51
H 1.53231 -6.09443 1.43439 0.60
C 4.45926 -1.09497 -0.50538 -1.24
N 3.90875 -0.17494 0.48769 0.82
C 4.79285 -0.11833 1.64505 -1.27
C 3.80186 1.16922 -0.08409 -1.57
C 2.90400 1.22476 -1.29510 1.60
C 3.44872 1.81133 -2.43328 -0.86
C 2.72716 1.91415 -3.61321 -0.85
C 1.45298 1.38331 -3.65178 -0.96
C 0.92064 0.78073 -2.51505 -0.12
C 1.59351 0.68933 -1.29105 0.23
H 4.61018 -2.07918 -0.06085 0.45
H 5.42979 -0.74023 -0.88394 0.39
H 3.77486 -1.19245 -1.34609 0.27
H 4.88261 -1.10252 2.11244 0.39
H 4.40344 0.58822 2.38066 0.31
H 5.80743 0.20622 1.36882 0.42
H 4.80370 1.53182 -0.36655 0.54
H 3.44530 1.83406 0.70532 0.38
H 4.46306 2.19398 -2.39502 0.40
H 3.16384 2.38404 -4.48501 0.38
H 0.86630 1.42578 -4.56132 0.46
H -0.06852 0.36790 -2.62296 0.47
Se -4.21402 -3.29238 1.45021 -0.47
Sb -4.67952 -0.95296 1.62737 0.78
Se -5.20020 0.30000 -0.32696 -0.55
Se -4.79595 0.03012 3.76655 -0.52
Se -1.28445 0.23383 1.58008 -0.63
```

Orbital gap (alpha / beta): 5.615 / 5.614 eV
Highest occupied orbital energy (alpha / beta): -0.24510 / -0.24510 hartree
Largest force on an atom: 0.5 eV/Å
Energy above the lowest of the compared OMol25 structures with the same formula, charge and spin: 27.83 kJ/mol
Total charge: 0
2S+1: 1